This record from the OMol25 dataset describes a structure of composition C46H36F5O6P2S2Yb at a distorted geometry. The level of theory is wB97M-V/def2-TZVPD.

Atoms and positions in Å:
Yb (-2.1950, -0.3192, -0.1392)
O (-0.6474, 2.8478, 2.6376)
C (-1.3756, 2.0029, 1.9528)
O (-0.9064, 1.0898, 1.3028)
C (-2.8524, 2.3017, 2.0144)
O (-3.5901, 1.3962, 1.2276)
C (-4.5127, 0.5509, 1.9525)
C (-3.9314, -0.8466, 2.2533)
O (-4.5463, -1.5624, 3.0039)
O (-2.8206, -1.0901, 1.6286)
H (0.2955, 2.6766, 2.4646)
H (-2.9945, 3.3107, 1.6228)
H (-3.1722, 2.2949, 3.0568)
H (-5.3845, 0.4296, 1.3142)
H (-4.8271, 1.0065, 2.8883)
C (0.5362, -1.8045, -0.2768)
C (0.7163, -2.7785, 0.9026)
P (1.4345, -2.0369, 2.4580)
C (0.0717, -2.1093, 3.6876)
C (-0.2368, -0.9224, 4.3490)
C (-1.2145, -0.8932, 5.3349)
C (-1.8936, -2.0548, 5.6663)
C (-1.5791, -3.2464, 5.0267)
C (-0.5990, -3.2756, 4.0471)
C (2.4703, -3.4472, 3.0323)
C (2.3101, -4.7828, 2.6707)
C (3.1672, -5.7564, 3.1664)
C (4.2030, -5.4110, 4.0225)
C (4.3761, -4.0839, 4.3904)
C (3.5160, -3.1141, 3.8962)
P (1.9483, -0.7755, -1.0252)
C (1.9590, 0.8274, -0.1097)
C (1.4096, 1.8949, -0.8262)
C (1.4435, 3.1907, -0.3275)
C (2.0305, 3.4397, 0.9057)
C (2.5653, 2.3822, 1.6399)
C (2.5379, 1.0892, 1.1310)
C (3.4881, -1.6196, -0.4953)
C (3.6285, -2.9995, -0.6670)
C (4.8449, -3.6287, -0.4437)
C (5.9595, -2.8835, -0.0940)
C (5.8528, -1.5049, 0.0183)
C (4.6323, -0.8774, -0.1859)
H (-0.2226, -1.0522, -0.0099)
H (0.1536, -2.3548, -1.1319)
H (1.4225, -3.5385, 0.5990)
H (-0.2424, -3.2651, 1.0995)
H (0.3121, -0.0212, 4.0976)
H (-1.4426, 0.0347, 5.8478)
H (-2.6766, -2.0299, 6.4138)
H (-2.1000, -4.1561, 5.2992)
H (-0.3539, -4.2125, 3.5606)
H (1.5120, -5.0864, 2.0023)
H (3.0240, -6.7930, 2.8861)
H (4.8787, -6.1718, 4.3932)
H (5.1851, -3.8039, 5.0538)
H (3.6488, -2.0751, 4.1796)
H (0.9605, 1.7084, -1.7960)
H (1.0451, 4.0053, -0.9211)
H (2.0928, 4.4531, 1.2850)
H (3.0375, 2.5687, 2.5980)
H (2.9797, 0.2887, 1.7061)
H (2.7915, -3.5879, -1.0192)
H (4.9246, -4.7028, -0.5599)
H (6.9152, -3.3702, 0.0603)
H (6.7271, -0.9109, 0.2548)
H (4.5727, 0.1995, -0.1153)
F (-7.3095, -1.5665, -4.5109)
C (-6.2098, -1.8278, -3.8079)
C (-5.9276, -1.1186, -2.6595)
F (-6.7538, -0.1642, -2.2289)
C (-4.7778, -1.4188, -1.9644)
F (-4.5309, -0.6969, -0.8299)
C (-3.8615, -2.3873, -2.3343)
S (-2.4317, -2.7248, -1.4054)
C (-4.1856, -3.0847, -3.4980)
F (-3.3722, -4.0407, -3.9396)
C (-5.3305, -2.8138, -4.2215)
F (-5.6012, -3.4991, -5.3307)
C (2.0194, 7.9181, -6.6456)
C (1.3267, 6.7558, -5.9837)
O (1.8753, 5.7554, -5.6159)
S (-0.4369, 7.0440, -5.7894)
C (-0.9097, 5.6005, -4.8712)
C (-1.2498, 5.7354, -3.5304)
C (-1.5816, 4.6124, -2.7905)
C (-1.5680, 3.3423, -3.3795)
C (-1.2519, 3.2289, -4.7342)
C (-0.9268, 4.3517, -5.4774)
C (-1.8344, 2.1888, -2.5683)
C (-2.0091, 1.2323, -1.8290)
H (2.7568, 7.5506, -7.3568)
H (2.5442, 8.4811, -5.8719)
H (1.3099, 8.5796, -7.1401)
H (-1.2502, 6.7164, -3.0720)
H (-1.8486, 4.7063, -1.7460)
H (-1.2582, 2.2521, -5.2001)
H (-0.6783, 4.2586, -6.5259)

Results
Multiplicity: 2
Strongest force on any atom, eV/A: 1.56
Energy above the lowest of the compared OMol25 structures with the same formula, charge and spin, kJ/mol: 103.4
Lowest unoccupied orbital energy (spin up / spin down), eV: 0.139 / -0.132
Frontier orbital gap (spin up / spin down), eV: 8.08 / 7.81

This record from the OMol25 dataset describes the molecule C26H30N4O4. The level of theory is wB97M-V/def2-TZVPD.

Atoms and positions in Å:
C (-1.5165, -3.1619, -1.8758)
C (-2.7987, -2.3681, -2.1103)
C (-2.6789, -1.5320, -3.3824)
C (-3.1877, -1.5070, -0.8997)
C (-2.1444, -0.4560, -0.4764)
N (-1.0844, -1.0206, 0.3107)
C (0.2191, -0.8674, 0.0033)
O (0.6138, -0.3084, -1.0085)
C (1.1046, -1.5026, 0.9950)
N (0.5775, -2.1997, 2.0470)
C (1.5852, -2.7214, 2.6814)
N (2.7618, -2.4022, 2.0973)
C (2.4852, -1.6044, 1.0226)
C (3.5873, -1.2323, 0.1020)
O (4.3940, -2.0966, -0.2200)
N (3.6639, 0.0403, -0.3153)
C (2.8652, 1.1303, 0.1822)
C (4.6235, 0.3854, -1.3511)
C (5.7750, 1.1768, -0.7889)
C (5.9407, 2.5222, -1.0863)
C (6.9914, 3.2374, -0.5365)
C (7.8811, 2.6144, 0.3209)
C (7.7201, 1.2722, 0.6249)
C (6.6730, 0.5576, 0.0730)
C (-2.8830, 0.6047, 0.3333)
O (-2.9523, 0.6223, 1.5332)
O (-3.4626, 1.4900, -0.4763)
C (-4.3301, 2.4560, 0.1300)
C (-5.7131, 1.8847, 0.3019)
C (-6.3353, 1.8679, 1.5413)
C (-7.5988, 1.3185, 1.6777)
C (-8.2425, 0.7720, 0.5810)
C (-7.6206, 0.7765, -0.6567)
C (-6.3626, 1.3329, -0.7962)
H (-1.5574, -3.6968, -0.9299)
H (-0.6523, -2.5046, -1.8667)
H (-1.3776, -3.8874, -2.6745)
H (-3.6219, -3.0802, -2.2490)
H (-2.5598, -2.1824, -4.2458)
H (-1.8116, -0.8786, -3.3359)
H (-3.5679, -0.9229, -3.5311)
H (-3.3775, -2.1537, -0.0396)
H (-4.1198, -0.9872, -1.1351)
H (-1.6905, 0.0168, -1.3517)
H (-1.3074, -1.4375, 1.2038)
H (1.5062, -3.3262, 3.5625)
H (3.6878, -2.7158, 2.3433)
H (2.4163, 0.8672, 1.1376)
H (3.5080, 2.0019, 0.3196)
H (2.0674, 1.3708, -0.5239)
H (4.1019, 0.9542, -2.1264)
H (4.9869, -0.5560, -1.7717)
H (5.2487, 3.0119, -1.7573)
H (7.1140, 4.2834, -0.7773)
H (8.7003, 3.1725, 0.7500)
H (8.4155, 0.7823, 1.2908)
H (6.5446, -0.4907, 0.2991)
H (-3.9132, 2.7591, 1.0952)
H (-4.3370, 3.3043, -0.5595)
H (-5.8282, 2.2810, 2.4005)
H (-8.0788, 1.3115, 2.6451)
H (-9.2262, 0.3400, 0.6900)
H (-8.1176, 0.3477, -1.5144)
H (-5.8708, 1.3393, -1.7584)

Results
Strongest force on any atom, eV/A: 0.98
SMILES string: CC(C)C[C@H](NC(=O)c1nc[nH]c1C(=O)N(C)Cc1ccccc1)C(=O)OCc1ccccc1
Energy above the lowest of the compared OMol25 structures with the same formula, charge and spin, kJ/mol: 94.8
Lowest unoccupied orbital energy, eV: 0.739
Frontier orbital gap, eV: 9.83

This record from the OMol25 dataset describes a structure of composition C3H6N2O2S at a distorted geometry. The level of theory is wB97M-V/def2-TZVPD.

Atoms and positions in Å:
C (-0.1363, -1.3608, -0.0944)
C (0.1134, 1.0509, -0.2266)
C (-1.2330, 0.9287, -0.3519)
H (-1.2713, -1.5365, 0.5067)
H (0.5415, -2.3294, 0.4651)
H (-0.2719, -1.4590, -1.4317)
H (2.7422, -0.6578, -0.5300)
H (2.2460, 0.6053, 0.8959)
H (-2.7716, 1.0953, 0.8684)
N (0.5941, -0.1733, 0.0527)
N (1.9710, -0.4941, 0.4100)
O (-1.7716, 1.6275, 0.6699)
O (-1.7926, 0.2633, -1.1650)
S (1.0399, 2.4398, -0.0689)

Results
Strongest force on any atom, eV/A: 7.48
Energy above the lowest of the compared OMol25 structures with the same formula, charge and spin, kJ/mol: 659.0
Lowest unoccupied orbital energy, eV: -0.248
Frontier orbital gap, eV: 8.57

This record from the OMol25 dataset describes a cluster of 2 separate species, C9H14O in total at a distorted geometry. The level of theory is wB97M-V/def2-TZVPD.

Atoms and positions in Å:
C (1.8705, 0.3479, -1.0385)
C (1.0414, 0.6380, 0.2169)
C (-0.0796, 1.3985, 0.1326)
C (-0.7701, 1.6348, 1.3499)
C (-0.0676, 1.4545, 2.5250)
O (-0.7041, 1.7225, 3.7233)
C (1.1849, 0.8036, 2.6078)
C (1.7064, 0.3348, 1.4317)
H (2.0792, 1.2265, -1.6760)
H (1.3513, -0.3777, -1.6410)
H (2.7843, -0.1539, -0.7169)
H (-0.4199, 1.8031, -0.8067)
H (-1.8388, 1.7838, 1.2727)
H (-1.6487, 1.5746, 3.6172)
H (1.6944, 0.6456, 3.5508)
H (2.5887, -0.3048, 1.3702)
C (-1.5527, -2.4776, -2.4086)
C (-1.1810, -1.2902, -1.5023)
H (-0.9055, -3.3242, -2.1853)
H (-2.5912, -2.7783, -2.2663)
H (-1.4288, -2.0915, -3.4303)
H (-0.8682, -1.4211, -0.4655)
H (-1.8280, -0.4020, -1.5629)
H (-0.4169, -0.7470, -2.0978)

Results
Strongest force on any atom, eV/A: 3.21
SMILES string: Cc1ccc(O)cc1.CC
Energy above the lowest of the compared OMol25 structures with the same formula, charge and spin, kJ/mol: 125.9
Lowest unoccupied orbital energy, eV: 0.849
Frontier orbital gap, eV: 9.27

Q: Which of these has the lowest energy above the lowest of the compared OMol25 structures with the same formula, charge and spin?
A: C26H30N4O4

Q: Which of these has the highest energy above the lowest of the compared OMol25 structures with the same formula, charge and spin?
A: C3H6N2O2S